Below is an isolated molecule of C5H7N3O2 at a distorted geometry, with properties calculated with ωB97M-V/def2-TZVPD.

Properties
energy above the lowest of the compared OMol25 structures with the same formula, charge and spin = 23.79 kcal per mole
E = -13863.15670 eV
Kohn-Sham gap = 0.36842 Ha
net charge = 0
SMILES string = [H]/N=C(/O)c1coc(CN)n1

Each line ends with the Löwdin charge.
CARTESIAN COORDINATES (ANGSTROEM)
H  -3.0005  -0.5826  0.7343  0.0511
N  -2.8297  -0.9365  1.6751  0.1668
C  -1.5833  -1.1182  1.8614  -0.4660
O  -1.1335  -1.4723  3.0699  0.0475
C  -0.5036  -0.6556  0.9749  -0.2002
C  0.8342  -0.5885  1.2069  -0.0128
O  1.4135  -0.1381  0.0727  0.0778
C  0.4050  0.0964  -0.7947  -0.3367
C  0.7561  0.6195  -2.1469  -0.1963
N  1.4352  1.9051  -2.0531  0.0077
N  -0.7565  -0.1805  -0.3011  0.1925
H  -1.5428  -0.8500  3.7164  0.1405
H  1.4741  -0.8138  2.0527  0.1391
H  -0.1880  0.7449  -2.6894  0.1252
H  1.3406  -0.1552  -2.6762  0.1222
H  2.3924  1.7884  -1.7323  0.0717
H  1.4869  2.3369  -2.9705  0.0699

Atomic forces in eV per Å
0.123 -0.018 0.034
0.754 -0.472 -0.174
-1.363 1.918 -0.644
0.446 0.281 1.748
0.399 -0.388 -0.231
-0.507 -0.394 0.306
0.612 0.315 -0.160
-0.516 -0.019 0.234
-0.136 -0.292 -0.177
0.231 0.166 -0.110
0.173 -0.150 -0.420
0.135 -1.033 -0.529
-0.228 0.029 -0.317
0.216 -0.025 0.176
-0.142 0.140 0.118
-0.169 -0.007 0.007
-0.028 -0.052 0.140



Below is an isolated molecule of C5H7N3O3 at a distorted geometry, with properties calculated with ωB97M-V/def2-TZVPD.

Properties
energy above the lowest of the compared OMol25 structures with the same formula, charge and spin = 61.74 kcal per mole
E = -15908.76652 eV
Kohn-Sham gap = 0.35125 Ha
net charge = 0
SMILES string = C[NH+](C)/N=C(\[O-])C(=O)N=C=O

Each line ends with the Löwdin charge.
CARTESIAN COORDINATES (ANGSTROEM)
C  1.1659  -0.8124  -0.9814  0.0002
N  0.9908  -0.4905  0.4415  -0.1993
C  1.8149  0.6525  0.9543  0.0188
N  -0.4057  -0.1129  0.6760  0.0728
C  -0.9285  0.8741  -0.0932  -0.4696
O  -0.3612  1.5893  -0.9612  -0.0132
C  -2.3922  0.9989  0.2282  -0.3872
O  -2.9627  1.9608  0.6362  0.1544
N  -2.9818  -0.2593  0.1234  0.2293
C  -2.5356  -1.2091  -0.4187  -0.3503
O  -2.3252  -2.1985  -0.9478  0.2112
H  0.3618  -1.4700  -1.2549  0.0897
H  1.0826  0.1983  -1.4685  0.0990
H  2.2688  -1.0202  -1.1849  0.1235
H  1.1117  -1.2061  1.0786  0.1342
H  1.5290  0.9137  1.9853  0.1169
H  2.8033  0.2087  0.9930  0.0913
H  1.7642  1.3826  0.1943  0.0781

Atomic forces in eV per Å
2.688 2.046 -0.556
-2.059 4.070 -0.552
1.050 -1.971 0.338
-1.095 -0.252 -0.132
3.217 0.509 -0.763
-0.986 -0.665 1.184
-0.093 -0.121 0.930
0.034 0.222 -0.310
-1.948 2.515 1.140
-0.275 -1.256 -0.518
0.962 -1.928 -0.965
0.239 -0.575 -0.405
-0.575 -1.196 0.219
-1.586 -0.823 0.288
0.276 -2.295 1.118
-0.297 0.060 -0.798
0.614 0.411 0.050
-0.165 1.246 -0.268



Below is a cluster of 2 separate species, C5H7N3OS in total at a distorted geometry, with properties calculated with ωB97M-V/def2-TZVPD.

Properties
energy above the lowest of the compared OMol25 structures with the same formula, charge and spin = 157.29 kcal per mole
E = -22644.84225 eV
Kohn-Sham gap (spin up / spin down) = 0.22130 / 0.22128 Ha
net charge = 0

Each line ends with the Löwdin charge.
CARTESIAN COORDINATES (ANGSTROEM)
C  -2.9557  0.6877  -0.6187  -0.2387
C  -1.9347  -0.6717  0.6721  -0.1856
C  1.6497  0.7524  0.1176  -0.1591
C  1.5122  -0.3310  1.1257  -0.2144
C  1.2490  -0.2492  -0.9220  -0.2228
N  -1.9597  1.3133  -0.1106  -0.0008
N  -1.3101  0.4662  0.6703  -0.0722
N  1.1634  -1.2311  0.0948  -0.5921
O  -3.0125  -0.6045  -0.2340  -0.0425
S  0.3246  -2.6180  0.0478  0.8811
H  -3.7280  0.9585  -1.3044  0.1168
H  1.0163  1.5691  0.2842  0.0838
H  2.7604  1.0613  0.0412  0.1429
H  2.4094  -0.7896  1.4056  0.1148
H  0.7286  -0.0095  1.8231  0.1262
H  0.2087  -0.0177  -1.2305  0.1133
H  1.8782  -0.2862  -1.8623  0.1494

Atomic forces in eV per Å
-0.270 -0.930 -0.178
0.570 -1.812 -1.028
4.359 1.009 -0.423
-0.611 0.648 1.529
-1.104 2.063 -3.019
-1.475 2.608 -1.839
1.000 -1.795 1.655
-2.478 -4.441 -1.742
0.938 0.423 1.113
0.064 2.608 0.846
-0.043 0.664 -0.207
-0.830 1.119 -0.019
-1.826 -0.069 -0.073
1.584 0.239 2.001
0.237 -1.225 0.341
0.385 -0.264 -0.214
-0.497 -0.844 1.258



> Which formula does entry 1 have?

C5H7N3O2